Entry from OMol25: a molecular structure, C41H102BaClN6O14Zn in a non-equilibrium geometry (wB97M-V/def2-TZVPD).

Each line ends with the Mulliken charge.
Geometry (Å):
O (-0.0117, 2.3035, 2.3538)  0.142
H (0.6588, 0.1444, -1.5326)  0.231
H (6.3639, 3.5248, -4.7951)  0.442
H (-1.5791, -1.4731, -1.0984)  -0.182
C (-3.6336, 5.3807, 3.0713)  -0.114
H (0.3755, -5.4963, 3.2593)  0.738
O (-5.0114, -1.4281, -4.3094)  -0.266
H (1.0891, -4.4973, 5.0267)  0.488
H (1.7677, -5.1671, -1.7893)  -0.024
C (0.1832, -1.3696, 0.0010)  3.051
N (6.2761, 4.6175, -3.0053)  -0.230
C (-0.8191, -4.9582, -0.8814)  1.101
H (-4.2208, 3.8917, -3.6007)  0.358
H (3.0516, 1.6649, 6.1504)  0.390
C (3.4879, -4.6829, 0.0695)  -0.915
H (-4.7843, 2.8129, 2.7462)  0.300
H (-6.4556, 2.6467, 2.1272)  0.335
H (-2.0018, -1.2480, 0.5548)  0.228
H (-4.0675, 0.9153, 1.5776)  0.434
H (-5.2602, 0.6551, 0.3233)  0.526
H (-0.8974, 2.0993, 0.5756)  0.119
H (4.3186, 7.2681, 0.6607)  0.323
O (-1.3978, 5.5746, 2.2303)  -0.095
H (-4.8680, -3.4097, -4.4690)  0.205
H (-3.9048, 5.1940, 1.0289)  0.233
C (-1.2007, 2.2357, 1.6125)  -0.665
H (4.7477, 6.1205, -2.5580)  0.238
H (-6.0996, 4.8466, 2.9830)  0.438
C (3.9195, 0.1551, 4.8474)  -0.643
H (2.2099, 2.3950, -3.8905)  0.332
O (5.4523, 5.5775, -0.2228)  -0.206
N (-4.4424, 5.3972, 1.8593)  -0.297
H (3.1935, -3.6524, 3.1693)  -0.035
H (3.3570, 1.2636, -4.5269)  0.343
H (-0.7689, -3.8640, -0.9615)  -0.634
H (1.3180, 0.7529, 4.6677)  -0.057
H (1.5910, -5.5414, -6.5151)  0.321
H (-4.3652, 2.0532, -5.1175)  0.369
H (-2.5052, -3.3565, -2.5188)  0.143
O (-2.3261, 2.2904, -3.8218)  -0.483
H (7.2868, 4.6194, -2.9866)  0.249
C (2.1241, -4.2088, 4.8052)  -1.285
C (-4.5486, 2.9099, -3.2486)  -1.232
H (6.2027, 7.3828, -1.0344)  0.421
C (-3.2467, 2.2453, -2.7638)  0.488
H (-0.7880, 6.9520, 0.8854)  0.370
H (-0.3971, 1.7183, -3.1684)  0.205
N (1.0623, -3.5478, 2.5818)  0.848
H (0.0132, 7.0877, 2.6344)  0.366
C (0.8806, -4.7918, -6.1646)  -0.851
H (-6.2986, 4.8645, 1.1588)  0.371
H (-1.6975, 0.4027, -3.3068)  0.175
H (-5.7043, 0.7164, -3.0230)  0.024
H (1.8197, -6.3731, 6.1560)  0.339
H (0.3673, -2.4505, -0.0008)  -1.962
H (-0.2332, -4.9019, 1.7598)  -0.677
C (-2.4366, 6.2927, 2.8709)  -1.104
H (-2.4787, -4.8509, 0.4365)  0.243
H (1.5495, -3.5373, 1.6735)  -0.370
Zn (-0.3737, -2.0178, 2.7579)  0.594
C (-4.9885, -2.5550, -5.1314)  -0.779
H (3.3411, -7.2449, 5.5940)  0.266
C (-1.2705, 1.3280, -3.6924)  -0.550
H (5.6304, 5.1758, -4.9591)  0.362
C (5.7364, 4.2815, -4.3318)  -0.950
H (7.2605, 5.8918, -0.9022)  0.313
H (3.8483, 2.3846, 4.7658)  0.380
C (-0.4016, 6.5134, 1.8085)  -0.932
O (-4.8683, 2.7052, 0.7217)  -0.135
C (-3.1297, -3.5503, 2.0048)  0.544
C (1.3898, -5.2681, -3.8971)  -1.002
H (3.4925, -3.8772, -0.6627)  0.302
C (6.2874, 6.3050, -1.1713)  -0.768
H (2.8953, 1.2969, -2.7256)  0.060
H (-0.0769, -4.7515, -6.6835)  0.237
H (4.0279, -4.1945, 0.8937)  0.251
C (-4.8221, -0.1484, -4.8270)  -0.095
H (4.4297, -1.9374, 2.3843)  0.123
H (-0.1297, -5.3405, -0.1279)  -0.134
C (5.8205, 5.9237, -2.5694)  -0.510
H (3.4336, -5.8983, 6.6082)  0.304
H (3.5501, 4.5504, -3.9393)  0.331
O (4.2581, 2.6561, -3.3243)  -0.243
C (-2.2839, -5.3394, -0.5279)  -0.541
H (2.5101, -3.5545, 5.5972)  0.529
C (1.7799, -5.6456, 1.5327)  -1.077
H (2.3264, -4.8260, -4.2527)  0.487
H (4.9626, 0.3311, 5.1146)  0.439
H (-3.3052, 4.3806, 3.3915)  0.085
H (1.3687, -3.8127, -6.2315)  0.343
H (0.4233, 5.9527, 1.3528)  0.180
C (3.1260, 1.8494, -3.6340)  -0.623
C (2.1888, -3.3967, 3.5283)  0.841
H (5.8533, -1.0634, 2.9461)  0.314
H (-5.2022, -3.3723, 1.2217)  0.399
H (4.0209, -5.6103, -0.1306)  0.320
H (4.0481, 5.7068, 1.2438)  0.051
O (0.3847, -4.9219, -4.8394)  -0.297
C (1.0913, 2.7065, 4.5042)  -1.263
C (0.9580, -4.9039, -2.4698)  0.981
H (-2.5650, -3.8009, 1.0961)  -0.704
H (-5.4240, 3.0193, -2.6138)  0.370
Cl (4.6623, -0.2870, -0.2682)  -0.731
H (-4.0230, -2.2441, 0.5087)  0.091
C (-4.3209, -2.7593, 1.4209)  -0.956
H (-2.1538, 6.5821, 3.8938)  0.421
H (-4.2844, -2.5861, -5.9685)  0.369
H (2.0421, -0.9517, -1.0720)  0.484
H (-3.7852, 0.1408, -4.6226)  0.009
C (3.2563, 1.5262, 5.0831)  -0.915
H (3.4754, -0.6463, 5.4385)  0.395
C (-5.6711, 4.6027, 2.0130)  -1.109
O (3.8560, -0.3154, 3.4623)  0.294
H (-4.7116, -2.0159, 2.1208)  0.332
H (5.0234, -1.9046, 4.0742)  0.374
C (4.8454, 6.3226, 0.8142)  -0.663
O (2.8916, -5.3682, 4.7210)  -0.295
H (5.6539, 6.3632, 1.5510)  0.347
C (-3.2865, -3.5644, -1.7764)  0.172
H (-0.6798, 3.6262, 3.7167)  -0.147
H (0.7908, 2.8072, 5.5546)  0.350
H (1.5695, 3.6401, 4.1984)  0.455
H (-4.2698, -3.3167, -2.1778)  0.280
C (2.8404, -6.2973, 5.7731)  -0.819
H (-6.7276, 0.8608, -4.3211)  0.391
N (-0.3378, -5.4887, -2.1583)  -0.438
H (-3.3474, -4.4912, 2.5105)  0.560
C (-5.6575, 0.9248, -4.0980)  -0.468
Ba (2.6433, 1.1139, 1.6814)  1.264
H (-0.9516, 1.2298, -4.7311)  0.303
H (2.6183, -5.8551, 2.2070)  0.551
H (-0.9694, -5.1652, -2.8842)  0.411
H (-2.5201, -6.3918, -0.3870)  0.367
C (4.8111, -1.3026, 3.1797)  -0.829
C (-0.2107, 2.6387, 3.7145)  0.001
H (-3.1206, -2.8797, -0.9300)  -0.541
O (0.6283, -0.9274, 1.2834)  -0.327
C (4.2691, 3.7606, -4.1724)  -0.355
C (-1.2804, -0.9211, -0.1941)  -0.254
C (0.9616, -0.8542, -1.2154)  -2.058
H (-1.3953, 0.0917, -0.5805)  -0.287
H (-5.9509, -2.6862, -5.6436)  0.330
C (-4.4835, 1.3462, 0.6636)  -0.715
H (0.7991, -1.5459, -2.0455)  0.167
H (2.3869, -2.3355, 3.6992)  -0.246
H (-5.1093, -0.0922, -5.8816)  0.337
N (1.9356, 1.5243, 4.4473)  0.124
H (-2.7895, 7.2404, 2.4581)  0.465
H (1.5989, -6.3450, -3.9239)  0.427
H (-3.7116, 1.2346, -0.0999)  -0.202
O (-2.2158, -2.7153, 2.6902)  -0.606
H (4.1284, 3.5075, -5.2342)  0.334
O (2.1259, -4.7786, 0.4646)  -0.137
H (1.5562, -6.6076, 1.0667)  0.605
H (0.9257, -3.8051, -2.5319)  -0.514
H (-2.7978, 2.6849, -1.8663)  0.540
N (-5.1048, 2.2371, -4.4497)  -0.380
C (-5.4706, 3.0832, 1.9344)  -0.306
H (-1.9211, 1.4985, 1.9734)  0.258
O (-3.3311, -4.8844, -1.3761)  -0.434
H (6.2457, 6.6460, -3.2841)  0.444
C (0.6848, -4.9908, 2.3471)  -0.018
H (-1.7705, 3.1725, 1.6165)  0.282
H (-4.2264, 5.6875, 3.9368)  0.490
H (-3.5967, 1.2412, -2.4824)  -0.114
H (-0.8615, 1.8923, 4.1874)  0.432

Results
DFT total energy   -5269.68927 Eh
HOMO energy   -0.366 Eh
Charge   +1



Entry from OMol25: 9 unconnected molecules or ions with the total composition C41H107N9O9 in a non-equilibrium geometry (wB97M-V/def2-TZVPD).

Each line ends with the Mulliken charge.
Geometry (Å):
C (-16.2515, -26.0032, -5.8527)  -0.247
H (-18.8660, -21.7140, -4.3370)  0.516
C (-21.1514, -19.3424, -6.6309)  -0.337
H (-16.3719, -25.4548, -4.9184)  -0.033
H (-20.3077, -16.1850, 1.4734)  0.415
H (-13.1453, -17.3298, -0.9532)  0.232
H (-18.9726, -19.2110, -9.4003)  0.426
O (-17.7939, -21.2427, -6.0424)  0.124
O (-11.6652, -18.5725, -1.7015)  -0.477
H (-21.0692, -20.4292, -6.6444)  0.814
H (-17.8978, -25.6567, -1.8973)  0.336
H (-15.9689, -21.6095, 1.3654)  0.355
H (-18.9170, -12.2455, -3.6200)  0.353
C (-12.1497, -17.3257, -1.3970)  -0.546
C (-22.1038, -15.4727, -3.8188)  -1.498
H (-21.8589, -15.0671, -2.8371)  0.432
O (-19.6390, -16.4472, -5.1847)  0.390
O (-16.2258, -19.1105, 1.9108)  -0.443
H (-17.0999, -29.7466, -3.9666)  0.325
N (-20.5132, -17.5112, -8.0709)  -0.493
O (-13.9046, -23.4970, -5.0901)  -0.355
H (-13.0285, -18.9300, -3.1633)  0.101
N (-14.7038, -20.9275, -7.5794)  -0.658
H (-16.6739, -17.0985, 1.5708)  0.189
H (-17.9653, -24.1578, -0.0177)  0.349
H (-21.2464, -16.6840, -1.3800)  0.079
C (-12.6729, -19.4428, -2.2696)  0.386
O (-20.4703, -19.9471, -0.9047)  0.113
H (-17.5605, -20.9385, -0.9819)  -0.323
H (-20.3620, -19.1583, -5.9022)  0.040
O (-16.0478, -27.3784, -5.5352)  -0.445
H (-15.8769, -19.4220, -4.7473)  0.088
C (-21.1973, -20.9771, -1.6111)  -1.475
H (-18.6113, -19.0310, -4.5301)  -1.558
H (-14.9397, -21.7293, -5.1174)  -0.118
H (-19.8475, -14.5044, -2.4334)  0.443
H (-14.7338, -19.3953, 0.3754)  0.293
H (-19.2838, -20.0346, -2.4718)  -1.104
C (-22.9456, -19.4265, -5.0938)  -0.177
H (-17.8111, -22.8599, -2.1267)  -0.338
H (-21.9565, -16.5926, 1.1332)  0.375
H (-15.3262, -29.6693, -5.4784)  0.173
C (-19.3118, -12.8458, -4.4396)  -1.074
C (-14.0382, -22.1752, -5.5377)  0.131
C (-22.1800, -15.3299, -6.2599)  -2.094
H (-14.8126, -23.1387, -3.2124)  0.050
H (-21.5666, -19.2918, -8.6196)  0.102
H (-12.8656, -16.9489, -3.2733)  -0.294
H (-11.0800, -16.2234, -4.6638)  0.387
N (-19.9697, -15.1076, -5.0698)  0.026
C (-12.0667, -16.4644, -2.7118)  0.900
H (-11.9822, -14.7483, -1.5807)  0.258
H (-18.0177, -20.4810, 0.5150)  0.196
C (-17.9268, -19.6594, -3.9604)  2.566
C (-18.8674, -24.2961, -0.6136)  -1.280
C (-21.8761, -24.0464, -3.6164)  -0.787
H (-22.0655, -21.2883, -1.0302)  0.535
H (-16.2550, -18.8420, -0.1819)  0.210
H (-10.3166, -17.4586, -3.5588)  0.378
H (-13.1607, -21.5619, -5.3330)  0.342
N (-17.6195, -23.7402, -2.5831)  0.307
H (-21.1371, -17.1340, -7.3720)  -0.063
H (-19.4353, -18.0042, 0.4160)  -0.065
C (-21.4074, -14.8470, -5.0095)  2.008
H (-23.1581, -14.8493, -6.2417)  0.566
H (-14.0122, -27.4839, -4.9458)  0.241
H (-19.3060, -25.2799, -3.9492)  0.470
C (-19.6719, -24.9918, -2.9638)  -1.100
H (-13.8207, -24.5750, -3.3767)  0.393
H (-22.0262, -12.7793, -5.8921)  0.550
H (-16.1562, -17.5460, 3.1965)  0.314
H (-14.1357, -21.5878, -0.5053)  0.543
H (-13.0505, -22.9644, -3.3053)  0.307
H (-17.4876, -23.1750, -5.4611)  -0.474
H (-22.2979, -23.0551, -3.7827)  0.033
H (-20.5314, -21.7888, -1.9038)  0.034
H (-24.0102, -19.5816, -5.2690)  0.359
C (-17.6336, -14.5987, -5.0783)  -1.809
N (-20.3281, -16.9657, -1.0678)  0.136
H (-19.0602, -16.4083, -5.9496)  0.336
C (-18.0348, -21.0682, -4.6200)  -0.698
C (-18.9584, -14.3445, -4.2946)  1.786
H (-18.3120, -18.8362, -1.9509)  -0.271
H (-12.2942, -21.6514, -7.6522)  0.336
H (-22.2984, -16.4132, -6.2364)  0.244
H (-17.1935, -22.9049, -7.1952)  0.409
H (-16.1824, -29.2650, -2.6007)  0.296
H (-11.4942, -16.9742, -0.6002)  0.421
H (-21.9639, -24.6261, -4.5352)  0.352
H (-22.2384, -18.8325, -0.6787)  0.414
H (-12.3485, -20.4100, -2.6536)  0.139
H (-19.0853, -12.3663, -5.3919)  0.370
H (-20.8895, -11.3677, -4.5397)  0.399
H (-12.3943, -23.3752, -7.5806)  0.312
C (-21.7161, -13.2965, -4.9841)  -1.061
H (-21.5581, -20.5382, -2.5414)  0.543
C (-15.0675, -29.3256, -4.4769)  0.779
H (-15.9442, -19.0931, -3.1428)  0.067
H (-21.6700, -19.5752, 0.7900)  0.421
C (-21.3366, -19.0569, -0.1090)  -1.034
H (-16.8254, -14.0572, -4.5866)  0.510
N (-18.3671, -19.6245, -2.5799)  2.269
H (-22.4483, -24.6054, -2.8760)  0.333
H (-19.8917, -20.6629, -8.9379)  0.387
H (-15.3800, -25.6724, -6.4176)  0.295
H (-19.9923, -17.4968, -1.8585)  -0.170
C (-20.9645, -17.0273, 1.2564)  -1.991
H (-17.1291, -21.4796, -4.1745)  -0.504
H (-13.1487, -29.3304, -4.8632)  0.251
O (-22.4975, -19.0779, -6.3629)  -0.472
H (-14.0948, -20.3343, -7.0340)  0.380
H (-17.6996, -23.7306, -3.5899)  -0.387
C (-16.0631, -21.0113, 0.4591)  0.169
C (-10.7673, -16.4702, -3.6492)  -1.514
H (-15.2838, -27.4093, -3.6884)  0.128
H (-17.6698, -14.1351, -6.0641)  0.450
C (-17.8024, -22.6121, -6.3399)  -0.361
H (-14.9082, -17.4627, 1.9647)  0.279
H (-22.5500, -13.1978, -4.2892)  0.222
C (-15.2108, -21.6669, -0.6664)  -1.148
H (-13.7854, -30.8147, -4.5973)  0.277
H (-20.9719, -17.6482, 2.1522)  0.457
C (-16.5615, -18.9659, -4.0321)  -0.752
C (-15.8029, -19.5006, 0.5597)  -0.347
H (-13.0616, -22.6529, -8.9300)  0.362
C (-18.8756, -14.7911, -2.8351)  -1.517
H (-22.0876, -16.5625, -3.8323)  -0.049
H (-19.5723, -25.0663, -0.3005)  0.483
H (-13.3782, -19.3987, -1.4398)  -0.264
C (-14.2058, -22.1981, -7.0546)  0.542
H (-22.5318, -20.3389, -4.6643)  -0.134
C (-13.9062, -23.5299, -3.6743)  -0.646
H (-16.7097, -17.8949, -4.1701)  -0.082
H (-21.6507, -14.9285, -7.1242)  0.601
H (-18.6789, -15.8446, -2.6366)  0.003
C (-20.7761, -12.4144, -4.2573)  -0.974
H (-15.5039, -22.7054, -0.8207)  0.483
C (-15.9590, -17.6972, 2.1352)  -0.660
N (-17.4397, -21.1314, 0.0022)  -0.182
C (-15.0106, -27.8164, -4.6619)  -0.475
C (-16.1014, -29.8196, -3.5355)  -1.476
H (-17.3048, -15.6309, -5.1993)  0.112
H (-20.9170, -17.0944, -8.8975)  0.286
N (-12.3083, -15.0173, -2.4980)  -0.685
C (-18.4919, -24.7497, -2.0091)  0.361
H (-19.3986, -23.3443, -0.6160)  0.123
H (-14.9208, -23.0000, -7.2390)  0.014
N (-13.7692, -29.8601, -4.2678)  -0.771
O (-20.5447, -23.8960, -3.1334)  0.070
H (-15.4458, -21.1249, -1.5824)  -0.082
C (-12.9629, -22.4873, -7.8572)  -1.526
H (-23.1319, -15.1163, -3.8819)  0.597
H (-17.2415, -25.8208, -6.2707)  0.310
H (-20.0741, -25.9063, -2.5279)  0.491
H (-18.8000, -23.0291, -6.4780)  0.335
H (-11.8055, -14.5340, -3.2285)  0.276
H (-18.6858, -19.8855, -7.8906)  -0.096
H (-10.0624, -15.7404, -3.2511)  0.401
H (-22.8931, -18.6899, -4.2921)  0.085
C (-20.4468, -17.7684, 0.0852)  0.776
H (-18.1018, -14.2407, -2.2998)  0.522
C (-19.5043, -19.7061, -8.5877)  -1.084
C (-20.7375, -18.8910, -8.0365)  0.213
H (-21.0608, -12.3858, -3.2056)  0.395
H (-16.0057, -30.8568, -3.2140)  0.386
H (-15.5577, -20.5308, -7.2140)  0.131

Results
DFT total energy   -2795.61980 Eh
HOMO energy (alpha / beta)   -0.372 / -0.372 Eh
Charge   +1
Spin multiplicity   2